{"formula": "C17H40HgN5O3SiTe", "method": "wB97M-V/def2-TZVPD", "e_homo_ev": [-5.03, -7.01], "largest_force_ev_per_a": 0.95, "molar_mass_da": 718.8, "orbital_gap_ha": [0.1983, 0.2709], "relative_energy_kcal_mol": 22.3, "multiplicity": 2, "elements": ["Hg", "C", "O", "C", "C", "O", "C", "C", "O", "C", "H", "H", "H", "H", "H", "H", "H", "H", "H", "H", "H", "H", "H", "H", "C", "N", "C", "C", "N", "N", "C", "N", "N", "H", "H", "H", "H", "H", "H", "H", "H", "H", "H", "H", "C", "Si", "C", "C", "C", "C", "H", "H", "H", "H", "H", "H", "H", "H", "H", "C", "Te", "C", "H", "H", "H", "H", "H", "H"], "positions_angstrom": [[0.203665, -0.094213, -0.825892], [1.860067, -1.940364, 2.205783], [2.159305, -0.619846, 1.790611], [3.528668, -0.458040, 1.511655], [3.752364, 0.938491, 0.992097], [3.155915, 1.193114, -0.263408], [3.974744, 0.990759, -1.395745], [4.131810, -0.434859, -1.877800], [2.858941, -1.007416, -2.022044], [2.884549, -2.289979, -2.606716], [2.378309, -2.179006, 3.141989], [2.164816, -2.663347, 1.441171], [0.786365, -2.011332, 2.341216], [3.865710, -1.214069, 0.794498], [4.124774, -0.584638, 2.428183], [4.828800, 1.150161, 0.955267], [3.289187, 1.632482, 1.696646], [4.979401, 1.397899, -1.217500], [3.509610, 1.571106, -2.193070], [4.765532, -1.042254, -1.219419], [4.641911, -0.377451, -2.850852], [3.219823, -2.244689, -3.648816], [1.868435, -2.679483, -2.574035], [3.547164, -2.966039, -2.053855], [-0.827817, 4.933027, 2.538179], [-0.563463, 3.514720, 2.397779], [-0.531336, 2.682896, 3.583618], [-0.182130, 2.944653, 1.204628], [0.103993, 1.721915, 1.009337], [-0.090518, 3.870581, 0.149728], [-0.087001, 3.567340, -1.212357], [0.504632, 4.583938, -1.959723], [-0.573678, 2.490214, -1.666454], [-1.377666, 5.099224, 3.461292], [-1.449778, 5.294806, 1.721729], [0.084980, 5.539821, 2.587837], [-1.025243, 3.210603, 4.395921], [0.488766, 2.439567, 3.896758], [-1.072432, 1.749429, 3.422521], [-0.023595, 1.128948, 1.820565], [0.276817, 4.770494, 0.397876], [0.563908, 5.504993, -1.560052], [0.271057, 4.581053, -2.938511], [-0.481373, 2.450064, -2.677668], [-4.002456, -1.374550, 2.895099], [-3.488970, -2.585427, 1.580577], [-4.883619, -2.801655, 0.379031], [-3.075915, -4.218133, 2.363229], [-2.023132, -1.942221, 0.734254], [-0.985399, -1.550579, 0.208022], [-4.877745, -1.726635, 3.449209], [-4.249689, -0.412715, 2.436549], [-3.187059, -1.210378, 3.605421], [-5.752352, -3.248483, 0.871232], [-4.590131, -3.446271, -0.453552], [-5.181722, -1.834575, -0.034863], [-3.941556, -4.651534, 2.873658], [-2.271318, -4.094408, 3.093649], [-2.733435, -4.926195, 1.603807], [-1.864445, -0.968338, -5.815259], [-1.414422, -0.572559, -3.767819], [-1.514274, -2.625701, -3.240067], [-1.020319, -1.464681, -6.287999], [-2.060804, -0.019711, -6.313299], [-2.753754, -1.595546, -5.862960], [-2.468037, -3.018008, -3.589714], [-1.460027, -2.690290, -2.153872], [-0.687410, -3.166682, -3.697299]], "atomic_forces_ev_per_a": [[0.4, 0.3, -0.4], [0.1, 0.1, -0.1], [0.0, -0.2, 0.1], [-0.1, 0.0, 0.1], [0.0, 0.1, -0.2], [0.1, -0.1, 0.0], [0.0, 0.2, 0.1], [-0.1, 0.0, -0.2], [0.1, -0.1, 0.0], [0.0, 0.1, 0.0], [0.0, 0.0, 0.0], [0.0, 0.0, 0.0], [-0.1, 0.0, 0.0], [0.0, 0.0, -0.1], [0.0, 0.0, 0.0], [0.0, 0.0, 0.0], [0.0, 0.0, 0.0], [0.0, 0.1, 0.0], [-0.1, 0.0, 0.0], [0.0, 0.0, 0.1], [0.1, -0.1, 0.0], [0.0, 0.0, 0.0], [0.0, 0.0, 0.0], [0.0, 0.0, 0.0], [0.0, 0.0, 0.0], [-0.1, 0.0, 0.0], [0.0, 0.0, 0.0], [0.1, 0.1, -0.2], [0.0, -0.1, 0.2], [-0.1, -0.1, 0.1], [0.1, 0.2, 0.2], [0.1, -0.2, -0.1], [-0.1, 0.1, -0.2], [0.0, 0.0, 0.0], [0.0, 0.0, 0.0], [0.0, 0.0, 0.0], [0.0, 0.0, 0.0], [0.0, 0.0, 0.0], [0.0, 0.0, 0.0], [0.0, 0.1, 0.0], [0.0, 0.0, 0.0], [-0.1, 0.0, 0.0], [0.0, 0.0, 0.0], [0.0, -0.1, 0.0], [-0.1, 0.2, 0.2], [0.0, 0.0, 0.0], [-0.2, 0.0, -0.2], [0.1, -0.3, 0.1], [0.7, 0.1, -0.3], [-0.7, -0.2, 0.5], [0.0, 0.0, 0.0], [0.0, 0.0, 0.1], [-0.1, 0.0, 0.0], [0.0, 0.0, 0.0], [0.0, 0.0, 0.0], [0.0, -0.1, 0.0], [0.1, 0.0, 0.0], [0.0, 0.0, 0.0], [0.0, 0.0, 0.1], [-0.1, -0.1, -0.1], [0.0, 0.2, 0.0], [0.0, -0.1, 0.0], [-0.1, 0.0, 0.0], [0.0, -0.1, 0.0], [0.0, 0.0, -0.1], [0.1, 0.0, 0.0], [0.0, 0.0, -0.1], [-0.1, 0.0, 0.0]]}

***

{"formula": "C17H40N9PtS", "method": "wB97M-V/def2-TZVPD", "charge": 3, "e_homo_ev": [-16.50, -16.48], "largest_force_ev_per_a": 1.41, "molar_mass_da": 597.7, "orbital_gap_ha": [0.2865, 0.1849], "relative_energy_kcal_mol": 0.0, "multiplicity": 3, "elements": ["Pt", "N", "C", "C", "C", "N", "C", "C", "N", "C", "H", "H", "H", "H", "H", "H", "H", "H", "H", "H", "H", "H", "H", "H", "H", "H", "C", "C", "N", "C", "S", "N", "C", "C", "H", "H", "H", "H", "H", "H", "H", "H", "H", "H", "H", "H", "C", "N", "C", "N", "C", "N", "C", "N", "C", "C", "H", "H", "H", "H", "H", "H", "H", "H", "H", "H", "H", "H"], "positions_angstrom": [[0.069200, -0.207200, 0.089500], [1.745600, -3.007800, -0.987900], [1.819100, -3.120900, -2.484900], [0.408700, -3.196100, -3.048800], [-0.393200, -1.906000, -2.867300], [-0.865700, -1.728100, -1.468200], [0.395000, -0.681400, -3.342400], [1.849600, -0.598700, -2.864600], [1.929100, -0.120900, -1.458100], [2.578500, -1.930300, -3.048900], [1.232400, -3.808000, -0.601900], [1.244800, -2.114600, -0.747200], [2.690000, -2.992600, -0.587500], [2.361600, -4.040400, -2.721300], [-0.130500, -4.044100, -2.623500], [0.493700, -3.388400, -4.118900], [-1.276400, -1.992600, -3.511200], [-1.227900, -2.617800, -1.119300], [-1.675100, -1.102000, -1.506000], [-0.126400, 0.220400, -3.018000], [0.401200, -0.697500, -4.432000], [2.357600, 0.134300, -3.504400], [1.804200, 0.894300, -1.476000], [2.876200, -0.269600, -1.107900], [3.581300, -1.873500, -2.622300], [2.702400, -2.097400, -4.119100], [-2.928400, 2.943300, -4.044500], [-3.415100, 2.513800, -2.663600], [-2.930100, 3.390500, -1.613100], [-1.864400, 3.201400, -0.861100], [-0.870300, 1.815200, -1.158100], [-1.492000, 4.070800, 0.068800], [-2.117200, 5.375100, 0.287800], [-1.744400, 6.393700, -0.792100], [-3.396400, 2.302900, -4.786500], [-1.846600, 2.848300, -4.122500], [-3.206800, 3.970300, -4.268200], [-3.072400, 1.496900, -2.455800], [-4.505900, 2.533300, -2.629800], [-3.408600, 4.282100, -1.541200], [-0.599100, 3.921900, 0.518900], [-1.778200, 5.732700, 1.261600], [-3.202500, 5.241500, 0.342800], [-0.692100, 6.663500, -0.728200], [-2.332000, 7.296800, -0.644900], [-1.942000, 6.023500, -1.797300], [-0.639300, 1.450200, 2.784900], [-0.628600, 1.424100, 4.221900], [0.727800, 1.248500, 4.724700], [1.256100, -0.018100, 4.231200], [1.274200, -0.001900, 2.795500], [-0.101600, 0.172700, 2.235800], [-0.947000, -0.930200, 2.793300], [-0.919600, -0.927100, 4.228700], [-1.454500, 0.334600, 4.726100], [0.437500, -1.119500, 4.719900], [-0.015300, 2.278200, 2.435300], [-1.664200, 1.591800, 2.428600], [0.716600, 1.245700, 5.814700], [1.366000, 2.066400, 4.384900], [1.686900, -0.949400, 2.426900], [1.901800, 0.828900, 2.457400], [-0.567500, -1.890500, 2.423300], [-1.978700, -0.790500, 2.456800], [-1.439600, 0.339400, 5.816100], [-2.485900, 0.453300, 4.389300], [0.835700, -2.071100, 4.360800], [0.445000, -1.138100, 5.809600]], "atomic_forces_ev_per_a": [[-0.1, 0.2, 0.0], [-0.1, 0.2, 0.3], [0.1, -0.1, -0.8], [-0.1, 0.1, 0.3], [0.3, 0.0, -0.7], [-0.2, 0.8, 0.4], [0.1, 0.0, 0.3], [-0.1, -0.2, -0.7], [-0.6, 0.5, 0.4], [-0.1, 0.2, 0.3], [0.2, 0.1, 0.1], [0.5, -0.8, 0.0], [-0.2, -0.1, 0.1], [-0.1, 0.1, 0.2], [-0.1, -0.1, 0.0], [0.0, -0.1, 0.0], [0.1, 0.0, 0.2], [0.0, 0.2, 0.2], [0.0, -0.3, 0.0], [-0.1, 0.1, -0.3], [0.0, 0.1, 0.0], [0.0, -0.1, 0.2], [0.2, -0.1, 0.0], [-0.2, 0.1, 0.2], [0.2, 0.0, -0.1], [0.1, -0.1, 0.0], [-0.1, -0.1, 0.2], [-0.2, -0.4, -0.7], [0.1, 0.3, 0.4], [-0.1, 0.4, 0.7], [0.8, -1.1, -0.4], [0.1, 0.0, 0.0], [-0.2, 0.5, -0.1], [0.0, -0.1, 0.2], [0.0, 0.0, -0.1], [0.1, 0.0, 0.0], [0.0, 0.1, 0.0], [-0.2, 0.2, 0.1], [0.1, 0.0, 0.1], [0.1, 0.0, 0.1], [-0.1, -0.1, -0.2], [-0.2, -0.1, -0.1], [0.1, 0.0, 0.1], [0.0, 0.0, 0.0], [0.0, 0.1, 0.0], [0.0, 0.0, -0.1], [-0.3, 0.7, 0.4], [-0.3, 0.7, 0.1], [0.1, 0.1, -0.1], [0.9, -0.1, 0.0], [0.7, -0.1, 0.6], [0.2, -0.2, -1.4], [-0.5, -0.6, 0.6], [-0.6, -0.8, 0.0], [-0.1, 0.0, -0.1], [0.0, 0.1, -0.2], [0.0, -0.1, -0.1], [0.1, -0.1, -0.1], [0.0, 0.0, -0.1], [0.0, 0.0, 0.0], [-0.1, 0.1, 0.0], [-0.1, -0.1, -0.1], [0.0, 0.1, 0.0], [0.1, 0.0, -0.1], [0.0, 0.0, -0.1], [0.0, 0.0, 0.0], [0.0, 0.0, 0.0], [0.0, 0.0, -0.1]]}

***

Question: multiplicity of number 1 (C17H40HgN5O3SiTe)?
Answer: 2